one | The following is a quantum chemistry calculation of a 2-piece molecular cluster, C4H12O3 overall, from the OMol25 dataset.

Each line ends with the Löwdin charge.
Geometry (Å):
1 O -1.62 -0.95 2.46  -0.0711
2 C -0.39 -0.32 2.88  -0.2426
3 C 0.70 -0.39 1.81  -0.2024
4 C 0.35 0.29 0.49  -0.2085
5 C 1.59 0.54 -0.33  -0.2925
6 O 1.39 1.44 -1.41  -0.0643
7 H -1.38 -1.82 2.22  0.0569
8 H -0.08 -0.89 3.74  0.1091
9 H -0.63 0.73 3.03  0.1177
10 H 0.95 -1.42 1.56  0.1182
11 H 1.54 0.14 2.27  0.1152
12 H -0.43 -0.18 -0.12  0.1214
13 H -0.25 1.20 0.66  0.1248
14 H 2.35 0.95 0.33  0.1124
15 H 1.99 -0.43 -0.68  0.1207
16 H 2.28 1.76 -1.64  0.0852
17 O -1.77 -0.47 -4.83  -0.0500
18 H -1.20 -0.30 -5.59  0.0379
19 H -2.64 -0.49 -5.21  0.0119

E_HOMO = -10.0 eV
lowest unoccupied orbital energy = 0.912 eV
SMILES string = OCCCCO.O
multiplicity = 1

=====

two | The following is a quantum chemistry calculation of a 2-piece molecular cluster, C4H12O3 overall, from the OMol25 dataset.

Each line ends with the Löwdin charge.
Geometry (Å):
1 C -0.87 -1.29 1.88  -0.0410
2 C -1.00 -0.13 0.88  -0.4424
3 O -0.02 0.86 1.15  -0.0473
4 C -0.87 -0.63 -0.54  -0.1465
5 C -1.04 0.47 -1.60  -0.2665
6 O -0.03 0.46 -2.59  -0.0662
7 H -0.36 -0.93 2.77  0.0786
8 H -1.84 -1.72 2.17  0.0797
9 H -0.37 -2.12 1.39  0.0744
10 H -1.94 0.38 1.08  0.1444
11 H 0.88 0.55 1.03  0.0500
12 H -1.60 -1.40 -0.75  0.1187
13 H 0.13 -1.02 -0.72  0.1241
14 H -1.08 1.47 -1.21  0.1111
15 H -2.05 0.39 -2.04  0.1144
16 H 0.09 -0.44 -2.90  0.0819
17 O 3.06 0.34 0.75  -0.0455
18 H 3.59 0.95 1.27  0.0484
19 H 2.45 0.85 0.21  0.0297

E_HOMO = -10.1 eV
lowest unoccupied orbital energy = 0.759 eV
SMILES string = C[C@@H](O)CCO.O
multiplicity = 1

=====

three | The following is a quantum chemistry calculation of a 3-piece molecular cluster, C4H12O3 overall, from the OMol25 dataset.

Each line ends with the Löwdin charge.
Geometry (Å):
1 C 1.28 1.66 -1.39  -0.0802
2 C 1.74 0.75 -0.27  -0.1118
3 C 1.08 -0.32 0.15  -0.3999
4 C 1.55 -1.24 1.26  -0.0257
5 O -0.07 -0.79 -0.45  -0.0075
6 H 1.41 1.20 -2.37  0.0778
7 H 1.76 2.63 -1.31  0.0682
8 H 0.22 1.87 -1.26  0.0498
9 H 2.67 1.01 0.21  0.1028
10 H 2.18 -2.01 0.82  0.0844
11 H 0.73 -1.71 1.81  0.0741
12 H 1.95 -0.63 2.08  0.0825
13 H -0.72 -1.22 0.10  0.0600
14 O -1.77 1.36 0.34  -0.0708
15 H -1.17 0.73 -0.12  0.0003
16 H -1.19 2.02 0.71  0.0443
17 O -2.72 -1.38 0.07  -0.0454
18 H -2.96 -0.48 -0.10  0.0229
19 H -3.05 -1.60 0.97  0.0741

E_HOMO = -8.8 eV
lowest unoccupied orbital energy = 0.670 eV
SMILES string = C/C=C(/C)O.O.O
multiplicity = 1

=====

four | The following is a quantum chemistry calculation of a 3-piece molecular cluster, C4H12O3 overall, from the OMol25 dataset.

Each line ends with the Löwdin charge.
Geometry (Å):
1 C 2.66 0.17 -2.05  -0.1046
2 C 1.36 0.59 -1.41  -0.1198
3 C 1.00 1.88 -1.32  -0.3939
4 C -0.46 2.26 -1.10  -0.0341
5 O 1.90 2.92 -1.36  0.0165
6 H 2.52 -0.34 -3.00  0.0671
7 H 3.25 -0.50 -1.40  0.0720
8 H 3.37 0.98 -2.21  0.0659
9 H 0.75 -0.18 -0.95  0.0983
10 H -0.63 3.29 -0.78  0.0742
11 H -0.95 1.54 -0.46  0.0758
12 H -0.89 2.21 -2.10  0.0800
13 H 1.70 3.44 -0.58  0.1032
14 O -2.51 -3.71 4.68  -0.0670
15 H -1.95 -4.47 4.90  0.0378
16 H -3.20 -4.04 4.09  0.0322
17 O -3.03 -2.06 1.55  -0.0649
18 H -2.71 -1.70 2.39  0.0285
19 H -2.20 -2.27 1.10  0.0329

E_HOMO = -8.4 eV
lowest unoccupied orbital energy = 0.611 eV
SMILES string = C/C=C(/C)O.O.O
multiplicity = 1

=====

Question: of the structures shown, which is the most stable? Reply: three.